Record 1
Formula: C32H54AlBrClF9IMgN3NaO15S3
Source: the Open Molecules 2025 dataset
Level of theory: the ωB97M-V functional and the def2-TZVPD basis

XYZ file:
```
122
Properties=species:S:1:pos:R:3:mulliken_charge:R:1
C 2.37910 6.03556 2.68092 -0.8083
C 3.62581 5.14575 2.62426 -0.1462
O 3.51570 4.05886 1.68556 -0.3443
C 2.84552 2.95960 2.12908 -2.3670
C 3.81060 1.76747 2.20827 0.7930
Cl 5.00291 2.19098 3.44061 -0.0744
C 3.13731 0.35014 2.38350 1.1976
C 4.01230 -0.63795 1.54727 -2.3554
C 5.54547 -0.64020 1.85842 -0.4066
C 6.03230 -2.10756 1.87855 -1.2004
Br 6.69529 0.22843 0.46193 -0.1099
S 3.14629 -0.15288 4.16097 1.3737
O 4.43890 -0.54709 4.63535 -0.6321
O 2.56250 0.93820 4.89509 -0.5961
C 2.06550 -1.65184 4.51040 -0.0381
F 0.96446 -1.78150 3.73527 0.0289
F 1.63846 -1.45126 5.76197 -0.3407
C 2.81711 -3.02736 4.51076 0.9732
F 3.42033 -3.12298 5.69979 -0.2642
F 3.75813 -3.08450 3.56122 -0.1083
C 1.90093 -4.29131 4.40670 0.4292
F 0.92288 -4.31241 5.36752 -0.1918
F 2.67790 -5.32523 4.66625 -0.2124
F 1.37579 -4.46344 3.21012 -0.1783
N 1.69133 0.34566 2.00128 1.8233
C 1.25698 -0.64426 0.97384 -1.2552
C -0.23936 -0.77893 0.61187 0.1022
C -0.47381 -0.70247 -0.92186 -0.5024
I -1.04738 -2.72045 1.19136 0.0974
C 1.05753 1.59641 2.04977 -2.4058
N 0.00815 1.86233 2.79245 0.9265
S -0.61385 3.50017 2.70330 0.1193
C -0.62415 0.87291 3.73311 0.1796
C -1.83571 1.37296 4.49301 -1.5291
C -3.15062 1.35417 3.71084 -1.0240
O -2.95823 1.12714 2.28243 0.1635
C -4.26722 0.83491 1.66938 -0.9519
N 1.58849 2.68396 1.36128 1.5131
C 1.79369 2.44816 -0.06426 0.0287
C 0.46503 2.51862 -0.86159 0.1839
C 0.22947 3.86463 -1.55921 0.9500
C 1.00116 3.86215 -2.87520 -1.5480
C -1.26714 3.94389 -1.85780 -0.8289
H 2.11829 6.24879 3.71952 0.3065
H 2.60656 7.00377 2.24303 0.3096
H 1.54641 5.59195 2.14259 0.0578
H 3.93807 4.80895 3.61349 0.2590
H 4.44619 5.75996 2.26197 0.5274
H 2.51526 3.17271 3.15790 0.8508
H 4.36408 1.75563 1.26635 -0.0716
H 3.87393 -0.40133 0.49089 0.5278
H 3.66774 -1.66522 1.63047 0.6451
H 5.85181 -0.20605 2.79962 0.6904
H 6.01295 -2.50077 2.89147 0.2226
H 5.47802 -2.71552 1.16542 0.3624
H 7.07363 -2.12500 1.56698 0.5526
H 1.78285 -0.51994 0.02622 0.3603
H 1.53647 -1.63267 1.33204 0.9082
H -0.90993 -0.05276 1.06803 -0.6308
H -1.03459 0.18698 -1.19723 0.0560
H 0.45741 -0.77257 -1.48592 0.2031
H -1.09093 -1.52666 -1.26744 0.3901
H -1.44771 3.37806 1.62474 -0.0797
H -0.89639 -0.12122 3.29716 0.2304
H 0.14434 0.69628 4.48853 0.3174
H -1.97280 0.64419 5.28797 0.3823
H -1.64463 2.31670 5.00196 0.7361
H -3.80855 0.60331 4.13590 0.4528
H -3.66635 2.30985 3.86064 0.3901
H -5.05489 0.60243 2.37889 0.4826
H -4.15801 -0.02252 1.00795 0.4004
H -4.67893 1.70630 1.07218 0.4022
H 2.40141 3.28784 -0.42248 1.5232
H 2.37434 1.54086 -0.28784 -1.2589
H -0.34203 2.23683 -0.15887 -1.8103
H 0.55135 1.76874 -1.64755 0.8018
H 0.55838 4.69525 -0.88729 0.3071
H 2.08011 3.90831 -2.72678 0.3423
H 0.66789 4.69040 -3.49695 0.4439
H 0.77534 2.95323 -3.44297 0.4298
H -1.78769 4.17585 -0.90771 -0.0862
H -1.51933 4.65525 -2.63719 0.5874
H -1.59743 2.92640 -2.12210 0.0541
O -4.71196 1.84011 -3.16289 -0.5119
S -4.31663 1.82274 -1.76456 1.2195
O -4.17104 3.22090 -1.24240 -0.6176
O -2.99133 1.15704 -1.54715 -0.4517
O -5.32173 1.11531 -0.96519 -0.5489
C -5.60416 6.57374 -2.85835 -0.5016
O -4.65924 5.68002 -3.41120 -0.3935
H -5.58469 7.48809 -3.44250 0.2541
H -6.61022 6.13898 -2.89567 0.2836
H -5.35164 6.80355 -1.81501 0.2465
H -4.67802 4.86893 -2.88658 0.3075
O -2.64405 -2.56233 -2.49165 -0.4839
H -2.59542 -3.02887 -3.33569 0.2331
H -3.08981 -3.18183 -1.90473 0.2642
Mg -2.91568 2.36099 0.78865 0.9565
C -1.11545 -8.02704 -4.44306 -0.9012
C -1.07742 -6.68175 -4.51057 0.3783
C -2.24779 -5.86907 -4.98492 0.8526
O -2.14709 -4.65010 -4.99896 -0.6447
C -3.43922 -6.56168 -5.40842 -0.7450
C -3.48749 -7.91981 -5.34901 0.3729
C -2.32051 -8.73564 -4.84480 0.9312
O -2.44835 -9.93708 -4.80404 -0.5506
O -4.53353 -8.60231 -5.71838 -0.4971
O -0.01536 -5.97570 -4.16560 -0.5436
H -0.27588 -8.61569 -4.10038 0.4518
H -4.27083 -5.97040 -5.76711 0.5082
H -4.32062 -9.55195 -5.58052 0.3909
H -0.25492 -5.03990 -4.31802 0.3473
C -1.19495 -3.81592 -8.72698 -0.5804
O -1.61436 -4.88882 -7.88839 -0.4156
H -0.32774 -4.15128 -9.28798 0.2357
H -1.98712 -3.53785 -9.42561 0.2696
H -0.92045 -2.94264 -8.12761 0.2545
H -2.38345 -4.58439 -7.39739 0.2702
F 1.94998 5.27861 -0.13073 -0.5753
Na 4.53210 0.77773 -0.72070 0.8662
F -2.00822 -1.23107 3.81952 -0.7466
Al -0.96417 -2.84561 5.51716 0.7751
```

## Properties
charge: +3

---

Record 2
Formula: C32H54Cl2NO14
Source: the Open Molecules 2025 dataset
Level of theory: the ωB97M-V functional and the def2-TZVPD basis

XYZ file:
```
103
Properties=species:S:1:pos:R:3:mulliken_charge:R:1
C -0.00439 2.03752 -2.88240 -1.0947
C -0.17179 0.44440 -2.87110 0.3221
Cl 1.46051 -0.37302 -2.48918 -0.0996
C -1.37359 -0.11787 -1.95639 1.8644
Cl -2.46467 1.18606 -1.24464 -0.0819
C -0.88338 -1.19393 -0.84546 0.0957
C -1.30091 -2.69724 -1.04137 -0.5884
C -0.87184 -3.79977 -0.00844 0.2178
C -1.31041 -5.30478 -0.28682 0.4452
O -0.89796 -5.83403 -1.35225 -0.4700
O -2.08139 -6.11656 0.57566 -0.4234
C -0.03102 -3.31993 1.21131 -0.8853
C 0.32700 -1.81826 1.30187 0.0360
N -0.07315 -0.82566 0.30620 0.6534
C 0.37844 0.57343 0.56066 -0.1516
C 1.96507 0.73290 0.77896 -0.2051
C 2.24211 2.13037 1.55301 0.5176
O 2.91085 3.06914 1.03898 -0.5969
O 1.77911 2.36087 2.88508 -0.5559
H 0.71655 2.27799 -3.75735 0.4107
H 0.53073 2.45805 -1.94565 0.2056
H -0.97074 2.61029 -3.12816 0.3028
H -0.39124 0.13730 -3.96473 0.3441
H -2.05429 -0.73355 -2.66478 -1.3357
H -1.94205 -3.00230 -1.95000 0.1319
H -2.41563 -5.56418 1.32420 0.3592
H 0.32588 -4.05329 2.01335 0.4114
H 0.95771 -1.46893 2.19665 0.4643
H -0.13388 0.90402 1.54693 0.4099
H 0.06329 1.33455 -0.22503 -0.4667
H 2.44922 -0.07642 1.42258 0.2984
H 2.45105 0.84850 -0.25675 0.1469
H 1.06426 1.72489 3.11668 0.3763
O 4.36676 -0.73778 4.73600 -0.5922
C 4.62462 0.33536 5.24387 0.7458
O 5.75387 0.48638 5.95704 -0.3808
C 6.24290 1.74923 6.43765 -0.3557
C 5.60628 2.11074 7.76392 -0.9612
C 3.65143 1.47509 5.16184 -0.4625
H 6.12025 2.53068 5.68418 0.3491
H 7.31932 1.62419 6.57874 0.3292
H 4.52526 2.23215 7.67072 0.2668
H 6.02660 3.04127 8.15137 0.3588
H 5.77361 1.31657 8.49589 0.3049
H 2.90682 1.36952 5.95356 0.3042
H 3.15416 1.43436 4.19178 -0.1537
H 4.11722 2.45661 5.22397 0.3006
O 4.56195 0.29687 -0.46191 -0.5673
C 5.46232 -0.32567 0.06238 0.8491
O 5.20847 -1.51228 0.64226 -0.3660
C 6.22330 -2.41063 1.12297 -0.4778
C 6.64707 -2.04973 2.53225 -0.8379
C 6.84385 0.25338 0.15453 -1.1238
H 7.06528 -2.45965 0.42874 0.3920
H 5.77061 -3.40538 1.12801 0.3323
H 7.09370 -1.05433 2.57485 0.2159
H 7.37376 -2.77133 2.91181 0.4190
H 5.78168 -2.03656 3.19979 0.1972
H 6.89930 0.91123 1.02394 0.2489
H 7.03615 0.83450 -0.74911 0.3369
H 7.63160 -0.49535 0.20941 0.3646
O -3.32334 -1.31346 -3.92465 -0.6193
C -2.92521 -2.20952 -4.64918 0.8138
O -1.77809 -2.05871 -5.32948 -0.2931
C -1.12532 -3.11343 -6.05970 -0.4022
C -1.69324 -3.23933 -7.45821 -1.0786
C -3.74775 -3.44490 -4.86170 -1.3796
H -1.15798 -4.05381 -5.50499 0.3437
H -0.07163 -2.83090 -6.12429 0.3675
H -2.75120 -3.50798 -7.43954 0.2823
H -1.15323 -4.00035 -8.02521 0.3862
H -1.61819 -2.28595 -7.98730 0.3165
H -4.48929 -3.25231 -5.63953 0.3502
H -4.26054 -3.68394 -3.92809 0.2911
H -3.16166 -4.32443 -5.12144 0.5388
O -6.71577 -2.09282 -4.77040 -0.6049
C -6.79397 -1.55620 -3.68548 0.8629
O -7.31477 -2.22529 -2.63989 -0.3834
C -7.28241 -1.75447 -1.28389 -0.2694
C -8.44681 -0.82748 -1.00112 -0.9889
C -6.40058 -0.11803 -3.51192 -0.9137
H -6.31614 -1.30184 -1.04787 0.2006
H -7.36905 -2.64216 -0.65203 0.3535
H -8.40659 0.06895 -1.62291 0.2732
H -8.44912 -0.52129 0.04736 0.3637
H -9.39337 -1.32567 -1.22497 0.3018
H -7.23855 0.51989 -3.79998 0.3254
H -5.55030 0.08825 -4.16386 0.1779
H -6.07821 0.13195 -2.50276 0.3137
O -1.10468 2.69713 2.60836 -0.5377
C -1.55842 3.76291 2.24254 0.8694
O -1.35640 4.17777 0.98150 -0.2811
C -1.99888 5.32183 0.39348 -0.4108
C -1.24081 6.59446 0.71026 -1.0414
C -2.26598 4.66823 3.20740 -1.3396
H -3.05073 5.37408 0.68358 0.3840
H -1.98559 5.15573 -0.68670 0.3267
H -1.21779 6.79169 1.78375 0.2791
H -1.70053 7.45017 0.21130 0.3990
H -0.20182 6.51095 0.38157 0.3074
H -1.52701 5.26009 3.75084 0.3050
H -2.82392 4.05183 3.91463 0.3309
H -2.99276 5.32840 2.73845 0.3844
```

## Properties
charge: +1

---

Record 3
Formula: C32H54IrN2O3P2Si
Source: the Open Molecules 2025 dataset
Level of theory: the ωB97M-V functional and the def2-TZVPD basis

XYZ file:
```
95
Properties=species:S:1:pos:R:3:mulliken_charge:R:1
Ir 0.32728 -0.27988 -0.56110 1.4981
C 2.00432 3.42532 -2.03942 -1.5730
C 1.27011 3.30337 -0.70499 1.6055
C 0.87246 4.67603 -0.15931 -1.5193
P -0.03517 2.01226 -0.77318 0.4866
C -1.32089 2.46680 -2.01739 2.4502
C -1.54126 3.95532 -2.27829 -1.6194
C -1.04421 1.72891 -3.33156 -1.6346
C -0.81065 2.03901 0.88433 -0.9918
C -1.89021 2.82300 1.25479 0.1193
C -2.47449 2.67612 2.50812 -0.9175
C -1.98819 1.70790 3.37140 -1.2334
C -0.91937 0.89384 3.01815 -0.7247
C -0.29423 1.06632 1.78404 0.5093
N 0.77302 0.30967 1.28298 0.8340
C 1.72268 -0.45831 1.96720 0.0873
C 1.92749 -0.44873 3.34995 -0.5866
C 2.93436 -1.22691 3.90307 -0.9394
C 3.77377 -2.00607 3.12013 -1.2395
C 3.63843 -1.95474 1.74112 -0.7530
C 2.63793 -1.18947 1.16618 -0.3453
P 2.50217 -0.72505 -0.56813 0.3093
C 3.85978 0.53122 -0.70657 1.4768
C 3.96383 1.38167 0.56693 -1.9235
C 5.23441 -0.11547 -0.93161 -1.6009
C 2.97046 -2.00533 -1.79619 0.6519
C 2.96343 -1.35096 -3.18586 -1.4896
C 2.11119 -3.26858 -1.81301 -1.3146
H 2.92804 3.99257 -1.91291 0.4332
H 2.25265 2.45454 -2.46272 0.2508
H 1.39571 3.95536 -2.77392 0.2760
H 1.93352 2.86271 0.04071 -0.1600
H 0.35187 5.28307 -0.89600 0.3354
H 0.25507 4.60203 0.73612 0.2969
H 1.78181 5.21287 0.11676 0.4427
H -2.23368 2.05450 -1.58370 -0.9618
H -0.67450 4.41683 -2.75021 0.2781
H -2.38037 4.06699 -2.96751 0.4680
H -1.77790 4.51805 -1.37629 0.3216
H -0.11927 2.07948 -3.79517 0.3441
H -0.96372 0.65091 -3.18578 0.2025
H -1.85727 1.91440 -4.03539 0.5101
H -2.28943 3.55394 0.56079 0.3278
H -3.30504 3.30411 2.80076 0.4813
H -2.45743 1.56450 4.33645 0.3931
H -0.60951 0.10448 3.68414 0.3099
H 1.33369 0.17793 3.99463 0.7305
H 3.06458 -1.21632 4.97773 0.4210
H 4.53188 -2.62693 3.57634 0.4583
H 4.31474 -2.52111 1.11082 0.4958
H 3.62133 1.15131 -1.56821 0.2289
H 4.49863 0.82371 1.33623 0.3900
H 4.52674 2.29226 0.35693 0.5928
H 3.00032 1.64911 0.99581 0.2662
H 5.47913 -0.80079 -0.11769 0.3024
H 5.32986 -0.64412 -1.87634 0.4015
H 5.98646 0.67512 -0.92250 0.4620
H 3.98970 -2.29066 -1.52301 0.7192
H 1.95584 -1.01031 -3.44023 0.2604
H 3.63749 -0.50076 -3.27589 0.3402
H 3.25597 -2.08856 -3.93335 0.4915
H 1.07261 -3.05030 -2.05829 0.1785
H 2.50914 -3.94383 -2.57247 0.5952
H 2.11953 -3.78087 -0.85038 -0.0060
O -3.04518 -2.05722 -0.63242 -0.3347
C -2.90698 -0.78809 -0.40573 -0.7922
O -1.91974 -0.14858 -0.75197 -0.5568
C -4.06180 -0.12316 0.32613 1.0554
N -5.12800 -1.11743 0.50421 -0.5265
C -6.22477 -0.72673 -0.40369 -0.7115
C -6.16039 0.79550 -0.46020 -0.7924
C -4.65288 1.07105 -0.46499 -0.5034
H -3.65109 0.19607 1.29018 0.2508
H -5.44503 -1.13973 1.46365 0.3116
H -3.93610 -2.27072 -0.22621 0.4824
H -7.17039 -1.12920 -0.04828 0.4815
H -6.03054 -1.15367 -1.39133 0.2174
H -6.62027 1.21865 0.43497 0.3081
H -6.66570 1.21303 -1.32938 0.3981
H -4.39854 2.01982 0.00392 0.0751
H -4.26062 1.08917 -1.48345 0.3148
C -1.18859 -4.75687 -0.33408 -1.1492
Si -0.38958 -3.50880 0.80972 0.9360
C -1.53491 -3.03323 2.22694 -0.9941
C 1.02192 -4.43098 1.63751 -1.2615
O 0.10945 -2.17450 0.02651 -0.5347
H -1.30344 -5.69154 0.22153 0.3885
H -0.53246 -4.96595 -1.18346 0.2818
H -2.16231 -4.47505 -0.73464 0.2304
H -1.94081 -3.93366 2.69598 0.4813
H -2.37358 -2.39976 1.94034 0.0820
H -0.96174 -2.49821 2.98996 0.2139
H 0.59204 -5.17413 2.31588 0.5353
H 1.66254 -3.78024 2.23222 0.2486
H 1.65281 -4.97932 0.93216 0.3641
```

## Properties
charge: +1
energy relative to the best compared isomer or geometry (same formula, charge and spin): 5.4 kJ/mol

---

Taking the records one at a time from the top gives maximum force values of 0.062, 0.104, 0.009 Eh/bohr.
Taking the records one at a time from the top gives Kohn-Sham gap values of 1.3, 7.4, 6.7 eV.